{"formula": "C10H11N3O5S", "method": "ωB97M-V with the def2-TZVPD basis set", "symbols": ["C", "H", "H", "H", "S", "C", "H", "H", "C", "C", "N", "N", "C", "C", "C", "C", "C", "N", "O", "O", "O", "H", "H", "H", "C", "O", "O", "H", "H", "H"], "xyz": [[-5.719, -1.232, -1.031], [-6.298, -0.397, -1.130], [-5.066, -1.213, -2.080], [-6.261, -2.183, -0.959], [-4.571, -1.224, 0.103], [-3.876, 0.435, -0.217], [-3.524, 0.274, -1.115], [-4.596, 1.330, -0.379], [-2.748, 0.888, 0.601], [-1.512, -0.208, 0.672], [-0.466, 0.863, 0.371], [0.688, 0.185, 0.232], [1.902, 0.542, -0.014], [3.126, 0.068, 0.165], [3.328, -1.387, 0.213], [4.653, -1.580, 0.403], [5.279, -0.457, 0.083], [6.550, 0.058, -0.037], [6.916, 1.392, -0.388], [7.398, -0.718, 0.093], [4.219, 0.619, -0.151], [5.169, -2.355, 0.550], [2.581, -1.996, 0.575], [1.890, 1.835, 0.059], [-0.776, 2.149, -0.126], [0.025, 2.901, -0.220], [-2.088, 1.914, 0.308], [-1.663, -0.770, -0.113], [-1.488, -0.688, 1.758], [-3.075, 0.956, 1.774]], "smiles": "CSC[C@H]1CN(/N=C/c2ccc([N+](=O)[O-])o2)C(=O)O1", "spin_multiplicity": 1, "total_charge": 0, "e_homo_ev": -8.5221, "homo_lumo_gap_ev": 7.1, "lumo_ev": -1.411, "de_lowest_ev": 11.025}


{"formula": "C5H6N", "method": "ωB97M-V with the def2-TZVPD basis set", "symbols": ["C", "C", "C", "C", "C", "N", "H", "H", "H", "H", "H", "H"], "xyz": [[2.778, 0.881, -0.429], [2.473, -0.333, -0.363], [-0.664, 0.456, 0.730], [1.703, -1.143, 0.196], [-0.031, -0.559, -0.126], [-0.006, 0.764, -0.571], [-1.695, 0.552, 0.565], [-0.408, 0.982, 1.674], [1.962, -1.990, 0.846], [-0.490, -1.384, -0.479], [-0.287, 1.098, -1.531], [0.886, 1.207, -0.376]], "spin_multiplicity": 1, "total_charge": 1, "e_homo_ev": -14.7477, "homo_lumo_gap_ev": 8.8, "lumo_ev": -5.938, "de_lowest_ev": 7.943}


{"formula": "C5H12NO3", "method": "ωB97M-V with the def2-TZVPD basis set", "symbols": ["C", "C", "C", "C", "C", "N", "O", "O", "O", "H", "H", "H", "H", "H", "H", "H", "H", "H", "H", "H", "H"], "xyz": [[-1.493, -1.554, 0.357], [-1.458, -0.085, -1.578], [3.550, 0.289, 0.558], [-1.305, 0.877, 0.768], [-1.335, -0.232, -0.166], [1.189, -0.169, -0.128], [1.524, -0.882, -1.062], [-1.343, 2.117, 0.117], [2.096, 0.409, 0.655], [-1.198, -1.777, 1.395], [-2.338, -2.021, -0.102], [-0.705, -2.190, -0.127], [-0.695, 0.464, -2.253], [-2.262, 0.676, -1.720], [-1.637, -0.990, -2.131], [3.953, 1.259, 0.312], [3.780, -0.369, -0.291], [3.919, -0.197, 1.511], [-2.032, 0.850, 1.587], [-0.463, 0.846, 1.448], [-1.748, 2.679, 0.850]], "spin_multiplicity": 1, "total_charge": 1, "e_homo_ev": -14.4377, "homo_lumo_gap_ev": 8.9, "lumo_ev": -5.521, "de_lowest_ev": 6.176}


{"formula": "C2H5N3S2", "method": "ωB97M-V with the def2-TZVPD basis set", "symbols": ["C", "C", "H", "H", "H", "H", "H", "N", "N", "N", "S", "S"], "xyz": [[0.628, 0.438, 0.165], [-1.969, 0.417, -0.087], [3.345, 0.995, -0.420], [1.210, -1.477, 0.163], [-0.711, -1.031, 0.335], [-2.344, 1.483, -0.774], [-2.369, -1.453, 0.413], [1.554, -0.578, -0.210], [-0.631, -0.082, 0.666], [-2.963, -0.388, -0.285], [3.332, -0.282, -0.025], [0.918, 1.959, 0.058]], "spin_multiplicity": 1, "total_charge": 0, "e_homo_ev": -9.1841, "homo_lumo_gap_ev": 9.2, "lumo_ev": 0.016, "de_lowest_ev": 5.528}